# 1
C3H7O3 | ωB97M-V/def2-TZVPD

Each line ends with the Löwdin charge.
Cartesian coordinates (Å):
O1 1.339773 0.650645 0.161566  -0.04
O2 0.207911 -0.626220 -1.323778  -0.16
O3 -2.107884 0.249401 0.859090  -0.17
C1 -1.896653 1.657250 0.770789  -0.17
C2 1.838787 -1.631827 -0.320884  -0.09
C3 0.952380 -0.412213 -0.283708  -0.79
H1 -2.141224 1.905932 1.839206  0.09
H2 -2.568567 2.028381 -0.001843  0.07
H3 2.438564 -1.529420 -1.263967  0.08
H4 -1.689121 -0.095801 0.037595  0.05
H5 1.241592 -2.511003 -0.190900  0.05
H6 -0.875773 1.836161 0.650715  0.03
H7 2.709053 -1.504123 0.356990  0.05

Cartesian forces (eV/Å) of the 3 atoms listed first:
O -0.40 1.45 1.86
O -1.99 1.25 1.62
O 0.42 -0.77 -1.40

Results
ΔE to the lowest compared entry with this formula, charge and spin = 196.3 kJ/mol
Net charge = -1
Frontier orbital gap = 8.080 eV
Calculated total energy = -9367.1236 eV

***

# 2
C20H26ClFLuN2O5 | ωB97M-V/def2-TZVPD

Each line ends with the Löwdin charge.
Cartesian coordinates (Å):
Lu1 -1.300157 5.771272 -2.478728  1.97
Cl1 -4.862459 -1.471309 -4.664584  0.48
F1 -0.218820 4.970441 -4.462905  -0.17
O1 -2.335947 3.024165 -2.451977  -0.16
O2 0.687071 2.756931 -4.880038  0.16
O3 -1.854539 -1.657435 0.234102  -0.09
O4 4.843640 0.385840 -0.175630  -0.10
O5 -3.351114 -3.390238 2.462653  -0.05
N1 2.599002 1.313102 -0.964262  0.15
N2 1.224763 -1.423828 0.370529  0.14
C1 -1.512916 1.988052 -1.782876  -0.05
C2 0.477865 -0.305510 -0.299254  -0.05
C3 5.192506 -2.761911 2.899308  -0.14
C4 3.382067 0.241738 -0.260343  -0.08
C5 0.430313 3.699657 -3.966777  -0.16
C6 -3.814402 0.473323 -1.257153  -0.14
C7 -4.332890 -0.975498 2.173122  -0.05
C8 5.276733 0.988307 1.094659  -0.18
C9 -1.747108 -1.462455 1.691798  -0.14
C10 -3.059000 -1.944742 2.550647  -0.31
C11 5.947543 -1.499465 2.105154  -0.24
C12 1.124503 1.025287 -0.973421  -0.05
C13 -1.181022 -0.465874 -0.382211  0.09
C14 -4.175135 -1.023562 -1.908655  -0.23
C15 2.691124 -1.092375 0.364878  0.11
C16 0.142574 2.166841 -1.682842  0.08
C17 -2.183260 0.615139 -1.112258  0.07
C18 -5.453625 -0.994817 -2.935625  -0.50
C19 0.738474 3.578184 -2.349084  -0.11
C20 5.232366 -0.047521 2.380758  -0.20
H1 -6.200157 -1.863660 -2.604105  0.12
H2 4.185770 -2.365541 3.394472  0.07
H3 -2.633712 -3.812917 1.901172  0.12
H4 -5.975176 0.058491 -2.975040  0.09
H5 -2.810897 -1.721229 3.696820  0.18
H6 -3.225469 -1.416985 -2.512859  0.12
H7 -3.148079 3.256880 -1.908013  0.12
H8 -4.212283 1.250612 -2.070966  0.12
H9 -3.906095 0.020351 1.730455  0.06
H10 -1.438519 -0.333085 1.889520  0.15
H11 4.866552 -3.611953 2.129070  0.08
H12 -4.415823 0.697293 -0.278046  0.13
H13 1.864745 3.773634 -2.069016  0.17
H14 3.417586 -1.875841 0.895141  0.15
H15 0.128052 4.469684 -1.842602  -0.11
H16 4.113231 -0.222890 2.752334  0.10
H17 5.790589 0.523382 3.267705  0.14
H18 6.077031 -1.727642 0.948030  0.12
H19 7.030823 -1.446248 2.600778  0.13
H20 -0.840094 -2.143498 2.060769  0.15
H21 5.889745 -3.197452 3.733932  0.09
H22 -5.034811 -1.576791 1.454497  0.10
H23 6.427837 1.269433 0.949298  0.17
H24 4.722769 1.993033 1.351201  0.14
H25 -4.393374 -1.757608 -1.004742  0.12
H26 -4.888390 -0.721191 3.171210  0.11

Cartesian forces (eV/Å) of the 3 atoms listed first:
Lu -0.69 0.18 -1.29
Cl -0.66 0.76 1.89
F 0.31 -1.22 2.18

Results
Net charge = +3
Frontier orbital gap = 2.831 eV
Calculated total energy = -83186.4801 eV

***

# 3
C5H10O2 | ωB97M-V/def2-TZVPD

Each line ends with the Löwdin charge.
Cartesian coordinates (Å):
O1 1.918683 -0.879529 0.267300  0.06
O2 -2.729987 1.863159 -0.423265  -0.30
C1 1.361675 -0.888890 1.410496  -0.23
C2 -0.890391 -0.649696 -0.575793  -0.16
C3 -0.818280 0.196814 0.688422  -0.18
C4 -1.815850 -0.373060 -1.538215  0.05
C5 0.057761 -0.461163 1.724275  0.09
H1 -1.907009 -0.954356 -2.488466  0.08
H2 -0.259811 -0.532038 2.769333  0.12
H3 -0.444698 1.205845 0.368050  0.18
H4 -0.137106 -1.426518 -0.591846  0.08
H5 13.928325 2.632366 -5.104474  0.00
H6 1.916706 -1.267645 2.319207  0.13
H7 13.549663 1.950268 -5.301740  0.00
H8 -2.382926 0.567243 -1.378289  0.01
H9 -3.259614 2.630489 -0.597789  -0.07
H10 -1.882584 0.381278 0.998610  0.12

Cartesian forces (eV/Å) of the 3 atoms listed first:
O -1.91 0.14 3.32
O 0.33 -0.47 1.06
C 3.57 -1.37 -1.88

Results
ΔE to the lowest compared entry with this formula, charge and spin = 952.6 kJ/mol
Net charge = 0
Frontier orbital gap = 3.712 eV
Calculated total energy = -9433.1703 eV

***

# 4
C5H10NO3PdS2 | ωB97M-V/def2-TZVPD

Each line ends with the Mulliken spin population.
Cartesian coordinates (Å):
Pd1 0.000000 0.000000 0.000000  1.23
S1 -1.231188 0.582734 1.932399  0.09
S2 -1.863423 0.211233 4.857425  0.03
O1 -2.980859 1.922560 3.142101  0.01
O2 -1.024717 0.395786 -1.587243  0.11
O3 -1.109264 1.458061 -3.608760  0.01
N1 1.694731 1.110311 -0.111045  0.13
C1 1.217673 2.063116 -1.109334  0.01
C2 0.932539 1.402242 -2.445078  -0.01
C3 -0.545852 1.053259 -2.550673  0.02
C4 -2.073281 0.938987 3.349545  0.00
C5 -3.808716 2.361051 4.204883  0.00
H1 -3.221901 2.806374 5.014760  0.00
H2 2.009667 2.807677 -1.251795  0.01
H3 1.533488 0.500706 -2.609592  0.00
H4 -4.456242 1.557087 4.569404  0.00
H5 0.344176 2.596661 -0.718559  -0.01
H6 1.188158 2.103158 -3.249843  0.00
H7 1.922960 1.558445 0.685616  0.00
H8 2.419584 0.518941 -0.511173  -0.01
H9 0.383892 -1.646902 0.051550  0.37
H10 -4.461603 3.146668 3.811286  0.00

Cartesian forces (eV/Å) of the 3 atoms listed first:
Pd -0.73 -3.16 2.87
S -0.13 0.26 0.41
S -0.17 0.37 -0.52

Results
ΔE to the lowest compared entry with this formula, charge and spin = 0.0 kJ/mol
Net charge = -1
Frontier orbital gap (alpha / beta) = 6.982 / 6.961 eV
Spin multiplicity = 3
Calculated total energy = -38128.8164 eV

***

# 5
C3H10PS3 | ωB97M-V/def2-TZVPD

Each line ends with the Löwdin charge.
Cartesian coordinates (Å):
S1 2.187163 -2.995759 -1.108982  0.45
S2 2.764648 0.207758 -0.454713  0.44
S3 1.768601 -1.827281 2.013742  0.44
P1 1.453469 -1.373066 -0.013667  -0.05
C1 -1.165915 0.659244 -0.404005  -0.32
C2 -0.967608 -0.776666 -0.555241  -0.03
C3 -0.895964 1.209464 0.990624  -0.09
H1 -1.259967 0.531111 1.756292  0.08
H2 2.879005 -0.083115 -1.756030  -0.16
H3 -1.384462 2.167470 1.122796  0.08
H4 -0.633343 1.232884 -1.166649  0.12
H5 0.171334 1.360102 1.127176  0.05
H6 -1.354403 -1.423168 0.220811  0.08
H7 1.439691 -3.905243 -0.482219  -0.16
H8 1.653288 -0.555058 2.414996  -0.17
H9 -2.242829 0.779675 -0.628351  0.15
H10 -0.966696 -1.194727 -1.551392  0.08

Cartesian forces (eV/Å) of the 3 atoms listed first:
S 0.20 0.42 0.06
S -0.08 -0.21 0.28
S 0.08 -0.15 -0.41

Results
ΔE to the lowest compared entry with this formula, charge and spin = 13.3 kJ/mol
Net charge = +1
Frontier orbital gap = 8.368 eV
Calculated total energy = -45060.3999 eV

***

- The highest net charge belongs to which entry?
  C20H26ClFLuN2O5

***

- Which formula does entry 4 have?
  C5H10NO3PdS2

***

What did the third record say?
C5H10O2 | ωB97M-V/def2-TZVPD

Each line ends with the Löwdin charge.
Cartesian coordinates (Å):
O1 1.918683 -0.879529 0.267300  0.06
O2 -2.729987 1.863159 -0.423265  -0.30
C1 1.361675 -0.888890 1.410496  -0.23
C2 -0.890391 -0.649696 -0.575793  -0.16
C3 -0.818280 0.196814 0.688422  -0.18
C4 -1.815850 -0.373060 -1.538215  0.05
C5 0.057761 -0.461163 1.724275  0.09
H1 -1.907009 -0.954356 -2.488466  0.08
H2 -0.259811 -0.532038 2.769333  0.12
H3 -0.444698 1.205845 0.368050  0.18
H4 -0.137106 -1.426518 -0.591846  0.08
H5 13.928325 2.632366 -5.104474  0.00
H6 1.916706 -1.267645 2.319207  0.13
H7 13.549663 1.950268 -5.301740  0.00
H8 -2.382926 0.567243 -1.378289  0.01
H9 -3.259614 2.630489 -0.597789  -0.07
H10 -1.882584 0.381278 0.998610  0.12

Cartesian forces (eV/Å) of the 3 atoms listed first:
O -1.91 0.14 3.32
O 0.33 -0.47 1.06
C 3.57 -1.37 -1.88

Results
ΔE to the lowest compared entry with this formula, charge and spin = 952.6 kJ/mol
Net charge = 0
Frontier orbital gap = 3.712 eV
Calculated total energy = -9433.1703 eV